DFT (wB97M-V/def2-TZVPD) results for a cluster of 2 separate species, C8H9O2P in total.

Cartesian coordinates (Å):
C 0.69 -0.89 3.46
C -0.42 -0.86 2.69
C 1.97 -0.78 2.87
C -0.35 -0.71 1.27
C 2.09 -0.48 1.54
C 0.88 -0.52 0.80
C 0.88 -0.47 -0.72
C -0.25 0.11 -1.37
O 0.77 0.87 -1.36
O -1.37 0.02 -1.73
P -2.85 2.55 -5.14
H 0.51 -1.03 4.49
H -1.54 -0.95 2.99
H 2.88 -0.57 3.45
H -1.20 -1.06 0.77
H 3.07 -0.18 1.13
H 1.60 -1.06 -1.20
H -2.93 1.22 -5.24
H -1.37 2.43 -4.91
H -3.06 2.35 -3.80

Properties
Energy relative to the best compared isomer or geometry (same formula, charge and spin) (kcal/mol): 43.7
E (eV): -21822.3108
SMILES: O=C1O[C@H]1c1ccccc1.P
HOMO-LUMO gap (eV): 10.58
HOMO (eV): -9.88
2S+1: 1

Here are the Mulliken charges for atoms 1 to 2, given in e: C -0.488; C -0.366